1.
Here is a cluster of 2 separate species, C3H3BrF2 in total in a non-equilibrium geometry from the OMol25 dataset. Energies are from the ωB97M-V functional and the def2-TZVPD basis.

Computed properties:
HOMO energy (alpha / beta): -10.6 / -8.6 eV
total energy: -78631.2424 eV
orbital gap (alpha / beta): 10.436 / 7.107 eV
energy relative to the best compared isomer or geometry (same formula, charge and spin): 5.109 eV

Atoms and positions in Å:
C 0.9040 -1.3431 0.0017
C 1.6221 -0.2353 0.0391
C -1.4666 0.9761 0.4312
F 1.4409 0.7252 -0.8461
F -0.7053 1.9042 1.1026
Br -2.4847 1.5836 -0.9231
H 0.2234 -1.6004 -0.8066
H 1.2792 -2.0645 0.7418
H -0.8130 0.0542 0.2595

2.
Here is a cluster of 2 separate species, C3H3BrF2 in total in a non-equilibrium geometry from the OMol25 dataset. Energies are from the ωB97M-V functional and the def2-TZVPD basis.

Computed properties:
HOMO energy: -9.6 eV
total energy: -78633.1638 eV
orbital gap: 9.991 eV
energy relative to the best compared isomer or geometry (same formula, charge and spin): 3.188 eV

Atoms and positions in Å:
C 1.2550 -0.1428 -1.0284
C 0.6471 -0.5442 0.1267
C -1.2328 0.4443 0.7511
F 1.1680 -1.3947 1.0267
F -0.8762 1.7682 0.7927
Br -2.4978 0.0418 -0.5167
H 2.2723 -0.6572 -1.0976
H 0.7870 0.5127 -1.7860
H -1.5226 -0.0283 1.7316